A structure of composition C57H69AsN6O3Sc, computed with the ωB97M-V functional and the def2-TZVPD basis.

Computed properties:
Net charge ... +1
E_tot ... -5764.090587 a.u.
HOMO ... -0.362 Ha
2S+1 ... 1

Atoms and positions in Å:
Sc  0.16376  0.33745  0.56780
C  -4.07837  0.21337  -2.08138
C  -2.89245  1.08682  -1.75576
C  -1.94580  1.40292  -2.71988
C  -0.84648  2.19764  -2.42109
C  0.13446  2.57528  -3.50177
C  -0.69959  2.68460  -1.12167
C  -1.65375  2.41039  -0.13067
C  -1.59741  3.07537  1.22604
C  -2.73629  1.59938  -0.46934
H  -3.96306  -0.77428  -1.62440
H  -4.18758  0.07912  -3.15741
H  -4.99905  0.65128  -1.69208
H  -2.06201  1.01812  -3.72948
H  0.32316  1.72941  -4.16610
H  1.08444  2.91665  -3.08552
H  -0.26991  3.38755  -4.11093
H  0.10504  3.38355  -0.91463
H  -1.35860  2.37770  2.03528
H  -2.57166  3.50339  1.46856
H  -0.85868  3.87229  1.24840
H  -3.48587  1.38384  0.27885
N  2.42493  -1.36441  0.03683
C  2.90782  -2.70666  0.41680
C  1.76786  -3.72399  0.46920
N  0.64633  -3.38625  1.34739
H  2.15029  -1.39661  -0.93824
H  3.19137  -0.70384  0.09185
H  3.38229  -2.63293  1.39594
H  3.66035  -3.06211  -0.29114
H  2.16964  -4.68440  0.79093
H  1.37030  -3.85740  -0.54100
H  0.31241  -2.46684  1.10806
H  0.94207  -3.35977  2.31654
C  -6.28893  -3.61593  3.89036
O  -5.13256  -3.26374  3.14188
C  -4.45519  -4.27442  2.53485
C  -4.84057  -5.60329  2.54424
C  -4.04144  -6.55819  1.92096
C  -2.85819  -6.18424  1.30855
C  -2.46920  -4.84858  1.29713
C  -3.27421  -3.89004  1.88909
N  -2.95178  -2.51290  1.97494
C  -2.17077  -1.76326  1.15648
N  -2.09340  -2.21167  -0.10130
C  -1.32216  -1.82353  -1.22802
C  -0.28249  -0.90540  -1.21246
C  0.40066  -0.74091  -2.42943
C  0.05644  -1.41281  -3.58413
C  -1.02407  -2.29408  -3.58126
C  -1.71194  -2.49574  -2.40185
O  -2.76962  -3.33855  -2.26369
C  -3.26090  -3.97979  -3.43651
N  -1.58962  -0.64295  1.59113
C  -1.95797  -0.30172  2.94479
C  -1.12312  -0.62669  3.99956
C  -1.46243  -0.34962  5.31559
C  -2.66250  0.28628  5.58135
C  -3.53318  0.60041  4.54479
C  -3.19998  0.28311  3.23105
O  -4.04070  0.45591  2.18314
C  -5.37674  0.85293  2.47092
H  -6.65817  -2.69547  4.33076
H  -6.04381  -4.32313  4.68373
H  -7.06030  -4.04184  3.24707
H  -5.75991  -5.90562  3.02809
H  -4.34958  -7.59583  1.92897
H  -2.21663  -6.93017  0.85451
H  -1.51636  -4.56112  0.86737
H  -3.30507  -2.05437  2.79957
H  -2.66974  -3.02039  -0.28538
H  1.23780  -0.04956  -2.48800
H  0.61664  -1.25714  -4.50044
H  -1.29727  -2.81756  -4.48740
H  -2.52042  -4.66681  -3.84888
H  -3.54070  -3.24455  -4.19267
H  -4.13962  -4.53683  -3.13114
H  -0.20513  -1.14233  3.76725
H  -0.79710  -0.63671  6.12097
H  -2.94138  0.52664  6.60095
H  -4.47631  1.08124  4.76840
H  -5.89770  0.86660  1.51867
H  -5.41298  1.84909  2.91508
H  -5.86163  0.13652  3.13798
C  5.88325  0.24343  7.04220
C  4.88054  0.65195  5.99478
C  4.63859  1.98565  5.70536
C  3.70459  2.39896  4.75402
C  3.63103  3.88701  4.49021
C  2.95891  1.42152  4.07195
As  1.37655  1.77780  2.93483
N  1.75669  1.49241  1.13922
C  2.98868  1.58730  0.46641
C  2.95869  1.62065  -0.93565
C  4.11964  1.67598  -1.69150
C  5.35874  1.71451  -1.06681
C  5.40517  1.71069  0.32095
C  4.24140  1.65391  1.08252
C  1.03171  3.70165  3.14520
C  0.24630  4.00138  4.26496
C  -0.10316  2.97657  5.32542
C  -0.23393  5.29617  4.44809
C  0.03721  6.30854  3.54451
C  -0.49112  7.70651  3.73912
C  0.84098  5.99822  2.45024
C  1.34953  4.72385  2.23526
C  2.27095  4.53616  1.05745
C  3.23826  0.06263  4.31216
C  2.58320  -1.06826  3.55400
C  4.18424  -0.29752  5.26043
H  6.42470  1.10666  7.42618
H  6.60709  -0.46559  6.63583
H  5.38431  -0.24381  7.88322
H  5.20933  2.74874  6.22683
H  4.53606  4.36428  4.86739
H  2.77938  4.35416  4.98701
H  3.55529  4.10496  3.42690
H  1.98911  1.61815  -1.42621
H  4.05405  1.70635  -2.77370
H  6.27011  1.75824  -1.65034
H  6.36160  1.75639  0.82923
H  4.31100  1.65123  2.15880
H  0.61228  2.15797  5.38354
H  -1.08711  2.54294  5.13691
H  -0.13177  3.45173  6.30727
H  -0.82533  5.51350  5.33365
H  -1.02435  7.80191  4.68507
H  -1.17645  7.97547  2.93218
H  0.32316  8.43353  3.72977
H  1.10078  6.78356  1.74650
H  2.55981  5.50412  0.64824
H  1.81066  3.95566  0.25848
H  3.18118  4.01042  1.34076
H  2.30012  -0.78967  2.54226
H  1.70308  -1.43279  4.08536
H  3.27777  -1.90459  3.48214
H  4.38746  -1.35225  5.42501

A cluster of 13 separate species, C57H69IN12O3 in total, computed with the ωB97M-V functional and the def2-TZVPD basis.

Computed properties:
Net charge ... 0
E_tot ... -3393.422407 a.u.
HOMO ... -0.299 Ha
2S+1 ... 1

Atoms and positions in Å:
C  4.88298  0.82387  -0.15817
C  4.17808  1.45552  -1.08982
C  2.94624  1.90895  -2.06101
C  1.73328  2.57995  -1.22027
I  1.13539  4.32910  -2.39114
O  2.23470  2.86136  0.14306
C  1.71271  1.92050  1.11461
O  2.28424  1.42169  2.13488
O  0.38431  1.60942  0.63542
C  0.44975  1.68958  -0.81448
C  0.26543  0.20638  -1.42264
C  1.35234  -0.87472  -0.84730
C  0.94077  -2.17285  -0.27436
H  5.32173  0.16553  0.69236
H  2.63386  1.05951  -2.76967
H  3.39694  2.74533  -2.73967
H  -0.45414  2.31222  -1.16661
H  -0.76717  -0.18590  -1.03778
H  0.18513  0.17427  -2.57928
H  2.48605  -0.65824  -0.83385
H  1.13528  -3.12114  -0.90889
H  0.48144  -2.28208  0.78249
N  -1.93163  5.37106  -5.33787
C  -1.89850  5.61590  -3.99045
C  -3.11856  6.13094  -3.62258
C  -3.91906  6.19373  -4.78946
C  -3.16156  5.71565  -5.83204
H  -1.16981  4.99493  -5.88106
H  -1.01120  5.40432  -3.41096
H  -3.40325  6.42829  -2.62331
H  -4.93737  6.54876  -4.85950
H  -3.39075  5.59255  -6.88028
N  -3.25993  0.78956  -0.25681
C  -4.40572  1.20002  -0.88343
C  -5.35083  0.21430  -0.72788
C  -4.75494  -0.82699  0.02550
C  -3.46548  -0.44341  0.30477
H  -2.39920  1.31343  -0.21444
H  -4.44951  2.15527  -1.38634
H  -6.36063  0.24091  -1.11301
H  -5.21812  -1.75449  0.33048
H  -2.67775  -0.94048  0.85198
N  -5.72158  0.37080  -3.93728
C  -6.26590  -0.54360  -4.79827
C  -6.38702  0.05335  -6.03120
C  -5.89195  1.37460  -5.91016
C  -5.48550  1.54155  -4.60768
H  -5.52372  0.20737  -2.95933
H  -6.52115  -1.53747  -4.46044
H  -6.78679  -0.41101  -6.92189
H  -5.83786  2.12152  -6.68947
H  -5.05077  2.39125  -4.10132
N  6.14034  -2.21414  -1.57107
C  7.39661  -1.76379  -1.87883
C  8.03058  -2.74056  -2.60882
C  7.12150  -3.81737  -2.75185
C  5.96237  -3.46348  -2.10399
H  5.45321  -1.70493  -1.03648
H  7.73081  -0.79018  -1.55138
H  9.03723  -2.68496  -2.99785
H  7.29520  -4.74869  -3.27194
H  5.02902  -3.99203  -1.97543
N  1.90896  2.92563  4.44239
C  3.08269  3.61547  4.58478
C  3.09031  4.18780  5.83468
C  1.87851  3.82452  6.47175
C  1.17067  3.04322  5.58988
H  1.63153  2.40960  3.61935
H  3.80930  3.64118  3.78597
H  3.88227  4.79932  6.24450
H  1.55868  4.10298  7.46624
H  0.20715  2.56317  5.67951
N  4.65891  7.42314  4.65081
C  5.97148  7.76848  4.83692
C  6.70849  7.19247  3.83010
C  5.80686  6.47826  3.00298
C  4.54903  6.64099  3.53223
H  3.89284  7.70202  5.24436
H  6.26710  8.39135  5.66840
H  7.77828  7.27718  3.70271
H  6.05060  5.90834  2.11756
H  3.58793  6.26751  3.21086
N  0.87544  -5.14601  2.49834
C  2.12937  -4.68085  2.20156
C  2.77696  -5.64532  1.46781
C  1.87932  -6.73034  1.31059
C  0.71303  -6.39384  1.95401
H  0.18047  -4.64765  3.03285
H  2.45213  -3.70664  2.53873
H  3.78547  -5.57654  1.08527
H  2.06556  -7.65570  0.78400
H  -0.21516  -6.93290  2.07239
N  -7.91769  -3.47056  -6.05258
C  -6.82616  -4.13302  -5.55549
C  -7.20125  -5.42772  -5.28744
C  -8.56704  -5.55304  -5.64084
C  -8.98194  -4.33081  -6.11258
H  -7.93471  -2.50130  -6.33146
H  -5.87967  -3.62673  -5.43436
H  -6.56207  -6.19944  -4.88276
H  -9.17959  -6.43970  -5.55994
H  -9.94071  -3.99952  -6.48370
N  4.49536  -9.37619  -0.55778
C  5.31233  -9.57822  0.52308
C  5.48250  -10.93287  0.67894
C  4.74609  -11.57172  -0.34876
C  4.14962  -10.58659  -1.09834
H  4.19593  -8.47706  -0.90222
H  5.69979  -8.74271  1.08746
H  6.07311  -11.41077  1.44742
H  4.66189  -12.63514  -0.52188
H  3.50962  -10.64221  -1.96672
N  -6.73744  7.20395  -7.13380
C  -7.43110  8.36466  -6.91476
C  -6.92515  9.32658  -7.75577
C  -5.89235  8.72304  -8.51420
C  -5.80074  7.41258  -8.11127
H  -6.89265  6.33195  -6.65153
H  -8.22181  8.40621  -6.18012
H  -7.26256  10.35126  -7.81857
H  -5.28318  9.19473  -9.27205
H  -5.15056  6.61273  -8.43405
N  -1.00854  -7.00830  4.86724
C  -1.66588  -8.06167  4.28790
C  -2.10849  -8.88929  5.29150
C  -1.70897  -8.31191  6.52161
C  -1.03480  -7.15082  6.22944
H  -0.57440  -6.24767  4.36944
H  -1.76036  -8.13204  3.21430
H  -2.66014  -9.80838  5.15475
H  -1.89451  -8.70207  7.51217
H  -0.57150  -6.41613  6.87160
N  3.76330  4.34104  9.69313
C  2.72344  4.21886  10.57601
C  3.25184  4.04239  11.83240
C  4.66216  4.06465  11.70370
C  4.94897  4.25328  10.37296
H  3.67035  4.47541  8.69765
H  1.69968  4.26633  10.23482
H  2.68510  3.91287  12.74340
H  5.38808  3.95544  12.49685
H  5.89222  4.33116  9.85238

A structure of composition C57H73IN6O5STi, computed with the ωB97M-V functional and the def2-TZVPD basis.

Computed properties:
Expectation value of S² ... 2.0608
Net charge ... 0
E_tot ... -4466.082841 a.u.
HOMO (spin up / spin down) ... -0.252 / -0.251 Ha
2S+1 ... 3

Atoms and positions in Å:
Ti  -0.24154  -0.01911  -0.03069
C  -5.75159  4.42948  1.95886
C  -4.30826  4.89966  2.16264
C  -3.94999  4.79977  3.65024
C  -4.21153  6.37091  1.75094
C  -3.36866  4.01029  1.34541
C  -2.99664  2.76943  1.79801
C  -2.08183  1.99368  1.04018
N  -1.53367  0.81934  1.33991
C  -1.54186  0.14555  2.56240
C  -2.59800  0.00014  3.43854
C  -2.39756  -0.73265  4.61267
C  -1.13010  -1.24720  4.85207
C  -0.04804  -1.14756  3.96271
C  -0.29696  -0.48530  2.76258
O  0.52122  -0.45469  1.69410
C  1.28664  -1.75768  4.39008
C  1.11756  -3.26552  4.62604
C  1.72498  -1.08541  5.70165
C  2.41842  -1.56368  3.37838
C  -3.58365  -0.97034  5.54175
C  -3.16163  -1.59775  6.86944
C  -4.28869  0.36078  5.83419
C  -4.56665  -1.91493  4.83677
C  -1.50845  2.52714  -0.16750
O  -0.50171  1.83724  -0.65976
C  -1.97370  3.74985  -0.69135
C  -2.88231  4.44136  0.08765
C  -1.43985  4.31350  -2.00268
C  -1.61432  3.28054  -3.12406
C  0.04128  4.67774  -1.82971
C  -2.18720  5.57890  -2.43146
H  -6.43176  5.05459  2.54017
H  -5.88029  3.39080  2.25555
H  -6.03860  4.49632  0.90734
H  -4.56799  5.49180  4.22418
H  -2.90262  5.04970  3.82398
H  -4.13325  3.80137  4.04384
H  -4.82561  6.97176  2.42265
H  -4.58601  6.53905  0.74124
H  -3.18789  6.74487  1.80759
H  -3.36796  2.37656  2.72868
H  -3.57328  0.36950  3.16673
H  -0.95983  -1.78694  5.77169
H  0.44463  -3.47828  5.45587
H  2.08326  -3.71841  4.85537
H  0.72248  -3.75703  3.73571
H  0.97874  -1.20025  6.48596
H  1.88889  -0.01805  5.54879
H  2.65772  -1.52824  6.05463
H  2.24537  -2.12478  2.46251
H  3.34445  -1.93429  3.82356
H  2.55356  -0.51768  3.10922
H  -2.45061  -0.96770  7.40647
H  -2.71157  -2.58088  6.72776
H  -4.03868  -1.72877  7.50466
H  -3.59695  1.08358  6.26919
H  -5.10612  0.20232  6.53935
H  -4.71931  0.78892  4.93005
H  -4.09067  -2.87491  4.62747
H  -4.91713  -1.49360  3.89585
H  -5.43587  -2.09472  5.47146
H  -3.22280  5.39868  -0.27054
H  -1.08799  2.35672  -2.90510
H  -1.23453  3.68448  -4.06514
H  -2.67035  3.04331  -3.26673
H  0.61967  3.83222  -1.46189
H  0.14788  5.49659  -1.11704
H  0.46762  5.00243  -2.78152
H  -3.25510  5.39498  -2.55369
H  -1.79571  5.91506  -3.39209
H  -2.05591  6.39544  -1.72191
N  2.01920  -3.70754  0.09359
C  1.36471  -3.78099  -1.20441
C  0.90858  -2.43161  -1.78075
O  0.92548  -2.17871  -2.97702
O  0.50718  -1.60163  -0.86952
H  1.51674  -3.03825  0.66852
H  2.95713  -3.33919  -0.00387
H  0.45926  -4.39299  -1.11256
H  2.00500  -4.28040  -1.93259
C  -5.87075  2.28902  -3.50356
C  -5.55907  1.49755  -2.24492
N  -6.18713  0.18463  -2.24525
C  -7.63070  0.12248  -2.02848
C  -8.38700  -0.28869  -3.28020
C  -5.51298  -0.97589  -2.18187
O  -6.05935  -2.06917  -2.08155
C  -4.01439  -0.89794  -2.32887
C  -3.51273  -0.92277  -3.59780
C  -2.16455  -0.65450  -3.83498
C  -1.35985  -0.28103  -2.73684
N  -1.77737  -0.25877  -1.50686
C  -3.11134  -0.69653  -1.14489
H  -5.36073  3.25179  -3.47468
H  -6.93881  2.48239  -3.59850
H  -5.54340  1.75224  -4.39405
H  -5.89086  2.02259  -1.34464
H  -4.47887  1.38227  -2.13768
H  -7.94340  1.10875  -1.68198
H  -7.81700  -0.57844  -1.21286
H  -8.22360  0.41702  -4.09445
H  -9.45627  -0.32728  -3.07366
H  -8.06898  -1.27738  -3.60630
H  -4.18835  -1.09497  -4.42611
H  -1.73245  -0.68512  -4.82164
H  -0.32513  -0.00435  -2.91281
H  -3.62275  0.04674  -0.48298
N  1.76577  0.67323  -0.50603
S  2.82140  -0.04894  -1.44455
C  4.45627  0.11463  -0.73936
C  4.88631  1.29346  -0.14500
C  6.15294  1.34613  0.40803
C  6.98205  0.23191  0.35751
C  6.54790  -0.93880  -0.24011
C  5.27353  -1.00315  -0.78849
C  3.01584  0.95374  -2.92443
C  2.02215  1.86076  -3.24708
C  2.12060  2.56867  -4.43831
C  3.19349  2.36212  -5.28787
C  4.17913  1.44350  -4.95348
C  4.09337  0.73152  -3.77021
H  1.99412  1.64345  -0.30982
H  4.23979  2.15979  -0.10741
H  6.49707  2.25541  0.87989
H  7.97037  0.27893  0.79320
H  7.19188  -1.80626  -0.27178
H  4.91480  -1.91608  -1.24662
H  1.18301  2.00637  -2.57900
H  1.34900  3.28082  -4.69608
H  3.26464  2.91424  -6.21482
H  5.01646  1.27990  -5.61727
H  4.86078  0.01633  -3.50780
I  -5.83901  0.07526  1.28923
C  -2.88358  -1.87432  -0.18644
C  -3.81668  -2.87391  0.05508
C  -3.49969  -3.85389  0.97839
C  -2.26431  -3.82482  1.60627
C  -1.39895  -2.79234  1.30508
N  -1.71289  -1.81911  0.44854
H  -4.75865  -2.87308  -0.46626
H  -4.21132  -4.63803  1.19871
H  -1.96918  -4.58257  2.31842
H  -0.41976  -2.72503  1.75968